Density functional theory data (the ωB97M-V functional and the def2-TZVPD basis) for a structure of composition C24H32N2OPRuS2 at a distorted geometry.

```
63
C24H32N2OPRuS2 (the ωB97M-V functional and the def2-TZVPD basis)
Ru -0.426 0.832 -0.568
O -0.610 -1.037 -1.777
C 0.314 -1.885 -2.079
C 0.007 -3.272 -2.142
C 0.961 -4.219 -2.424
C 2.289 -3.846 -2.652
C 2.616 -2.508 -2.627
C 1.661 -1.516 -2.375
C 2.019 -0.115 -2.476
N 1.386 0.934 -1.966
C 2.081 2.062 -2.333
C 3.146 1.701 -3.089
N 3.099 0.328 -3.169
H -1.024 -3.552 -1.962
H 0.689 -5.267 -2.459
H 3.045 -4.592 -2.854
H 3.653 -2.223 -2.776
H 1.762 3.045 -2.031
H 3.912 2.284 -3.569
H 3.719 -0.255 -3.699
S -2.286 2.100 -1.300
C -1.571 3.694 -1.394
C -2.168 4.621 -2.253
C -1.690 5.913 -2.347
C -0.607 6.305 -1.566
C -0.008 5.396 -0.717
C -0.468 4.076 -0.623
S 0.336 2.991 0.482
H -3.018 4.298 -2.843
H -2.159 6.614 -3.025
H -0.230 7.318 -1.624
H 0.837 5.686 -0.103
C -1.194 -0.940 4.181
C -0.795 0.037 3.077
C -1.773 1.217 3.016
P -0.553 -0.665 1.374
C 1.113 -1.492 1.387
C 2.183 -0.395 1.245
C 1.450 -2.395 2.569
C -1.789 -1.986 0.940
C -3.090 -1.321 0.471
C -2.090 -3.087 1.954
H -1.022 -0.466 5.149
H -0.630 -1.869 4.153
H -2.255 -1.177 4.119
H 0.201 0.440 3.297
H -2.797 0.865 2.876
H -1.528 1.890 2.194
H -1.733 1.787 3.945
H 1.108 -2.088 0.468
H 2.294 0.162 2.178
H 1.923 0.324 0.463
H 3.152 -0.830 0.995
H 1.545 -1.818 3.490
H 2.411 -2.875 2.375
H 0.714 -3.183 2.720
H -1.312 -2.438 0.066
H -3.625 -0.874 1.312
H -3.744 -2.059 0.003
H -2.887 -0.545 -0.264
H -2.711 -2.720 2.769
H -1.187 -3.529 2.370
H -2.646 -3.878 1.448
```

Calculated values
M	560.71	g/mol
F_max	2.168	eV Å⁻¹
expectation value of S²	0.887
highest occupied orbital energy (alpha / beta)	-6.96 / -7.18	eV
LUMO energy (alpha / beta)	-1.05 / -0.79	eV
multiplicity	2
DFT total energy	-63977.52797	eV
Kohn-Sham gap (alpha / beta)	5.903 / 6.391	eV